{"formula": "C28H76O10", "method": "ωB97M-V with the def2-TZVPD basis set", "orbital_gap_ev": 10.02, "smiles": "CC(C)O.CC(C)O.CC(C)O.CC(C)O.CC(C)O.CC(C)O.CC(C)O.CC(C)O.CCO.CCO", "relative_energy_kj_mol": 213.1, "e_homo_ev": -9.536, "total_energy_ev": -50741.5032, "elements": ["C", "C", "O", "H", "H", "H", "H", "H", "H", "C", "C", "O", "H", "H", "H", "H", "H", "H", "C", "C", "C", "O", "H", "H", "H", "H", "H", "H", "H", "H", "C", "C", "C", "O", "H", "H", "H", "H", "H", "H", "H", "H", "C", "C", "C", "O", "H", "H", "H", "H", "H", "H", "H", "H", "C", "C", "C", "O", "H", "H", "H", "H", "H", "H", "H", "H", "C", "C", "C", "O", "H", "H", "H", "H", "H", "H", "H", "H", "C", "C", "C", "O", "H", "H", "H", "H", "H", "H", "H", "H", "C", "C", "C", "O", "H", "H", "H", "H", "H", "H", "H", "H", "C", "C", "C", "O", "H", "H", "H", "H", "H", "H", "H", "H"], "xyz": [[-15.6468, -7.5802, 8.8125], [-16.6447, -6.4495, 9.2691], [-17.0164, -5.6076, 8.2248], [-14.7550, -7.1346, 8.3718], [-16.1050, -8.1317, 7.9915], [-15.4452, -8.2767, 9.6263], [-16.1907, -5.7914, 10.0099], [-17.4974, -6.9619, 9.7145], [-17.7412, -6.0630, 7.7901], [-18.1124, -9.0128, 12.7879], [-17.2173, -7.7792, 13.1200], [-18.0087, -6.6613, 12.8834], [-17.4913, -9.8793, 13.0149], [-18.5376, -8.9777, 11.7848], [-18.9077, -9.1329, 13.5235], [-16.3678, -7.6659, 12.4464], [-16.8355, -7.7878, 14.1409], [-17.4493, -5.9066, 13.0812], [-12.9325, 1.3239, 11.2599], [-14.1937, 2.0614, 11.6311], [-15.5347, 1.5446, 11.0984], [-14.1632, 2.0309, 13.0599], [-13.0169, 0.3046, 11.6368], [-12.0813, 1.8224, 11.7237], [-12.8142, 1.2244, 10.1809], [-14.0485, 3.0853, 11.2868], [-15.8768, 0.5991, 11.5190], [-15.3498, 1.4283, 10.0305], [-16.3090, 2.2987, 11.2393], [-14.9560, 2.4410, 13.4132], [-24.6675, -2.6341, 11.7898], [-23.6607, -1.5757, 12.0345], [-22.2644, -2.0105, 11.8579], [-23.9369, -0.6419, 11.0400], [-25.7177, -2.3492, 11.8538], [-24.6611, -3.5492, 12.3820], [-24.6419, -2.9201, 10.7383], [-23.8533, -1.0685, 12.9799], [-22.1326, -2.5293, 10.9084], [-21.9274, -2.8338, 12.4876], [-21.5730, -1.1682, 11.8354], [-23.9947, -1.0906, 10.1933], [-13.8197, -2.8365, 9.5222], [-13.8275, -2.4051, 8.0997], [-13.7424, -0.9274, 7.8188], [-12.7989, -3.0356, 7.4042], [-14.5816, -2.3095, 10.0965], [-12.8628, -2.5522, 9.9598], [-14.0089, -3.8901, 9.7278], [-14.7840, -2.7698, 7.7253], [-14.5335, -0.4721, 8.4147], [-13.9168, -0.6173, 6.7885], [-12.7482, -0.5736, 8.0917], [-12.0151, -2.4905, 7.5050], [-18.3456, 0.6884, 8.2258], [-18.3843, -0.1029, 6.8954], [-16.9552, -0.5943, 6.4591], [-19.1204, -1.2924, 7.1209], [-17.9550, 0.1913, 9.1137], [-19.3632, 1.0253, 8.4234], [-17.7680, 1.6043, 8.1013], [-18.8441, 0.4815, 6.0985], [-16.5311, -1.2660, 7.2055], [-16.2367, 0.2147, 6.3271], [-16.9309, -1.2335, 5.5766], [-18.7852, -1.6360, 7.9523], [-21.4170, -6.5975, 6.2829], [-19.9864, -5.9764, 6.2967], [-19.9614, -4.4890, 6.6750], [-19.1401, -6.7885, 7.0102], [-22.0291, -5.9703, 5.6348], [-21.8109, -6.5497, 7.2981], [-21.4226, -7.6016, 5.8588], [-19.7328, -6.2110, 5.2629], [-20.6304, -3.8422, 6.1072], [-18.9622, -4.0707, 6.5533], [-20.1228, -4.3806, 7.7475], [-19.2813, -7.6986, 6.7394], [-16.3765, -3.1161, 15.4228], [-16.2534, -3.4813, 13.9677], [-15.0782, -2.6889, 13.3666], [-16.1878, -4.8327, 13.7916], [-15.6489, -3.6798, 16.0068], [-17.3708, -3.3128, 15.8236], [-16.1978, -2.0563, 15.6046], [-17.1982, -3.1084, 13.5722], [-15.1300, -1.6018, 13.4275], [-14.8785, -3.0109, 12.3446], [-14.1650, -2.8860, 13.9281], [-15.6113, -5.1943, 14.4686], [-18.3003, -1.5566, 11.1247], [-17.9800, -2.9615, 10.5373], [-19.1056, -3.9589, 10.6949], [-17.6361, -2.8381, 9.1837], [-19.1802, -1.1910, 10.5954], [-17.4018, -0.9398, 11.1033], [-18.6748, -1.5637, 12.1483], [-17.1134, -3.3232, 11.0907], [-18.7919, -4.9934, 10.5553], [-19.9705, -3.7738, 10.0578], [-19.4429, -3.8431, 11.7249], [-17.3632, -3.6723, 8.7949], [-21.3837, -7.0867, 10.6982], [-22.4637, -6.0972, 11.1657], [-23.6306, -6.0810, 10.1614], [-23.0460, -6.6233, 12.3505], [-21.7956, -8.0914, 10.6030], [-20.5272, -7.1184, 11.3717], [-21.0627, -6.7332, 9.7184], [-22.0036, -5.1383, 11.4043], [-24.2020, -7.0091, 10.1745], [-23.2388, -5.9005, 9.1604], [-24.2825, -5.2277, 10.3488], [-22.3608, -6.7119, 13.0170]]}

---

{"formula": "C28H76O12Zr", "method": "ωB97M-V with the def2-TZVPD basis set", "orbital_gap_ev": 8.28, "relative_energy_kj_mol": 267.8, "e_homo_ev": -9.006, "total_energy_ev": -56117.5935, "elements": ["Zr", "C", "C", "C", "O", "H", "H", "H", "H", "H", "H", "H", "C", "C", "C", "O", "H", "H", "H", "H", "H", "H", "H", "C", "C", "C", "O", "H", "H", "H", "H", "H", "H", "H", "C", "C", "C", "O", "H", "H", "H", "H", "H", "H", "H", "C", "C", "O", "H", "H", "H", "H", "H", "H", "C", "C", "O", "H", "H", "H", "H", "H", "H", "C", "C", "O", "H", "H", "H", "H", "H", "H", "C", "C", "O", "H", "H", "H", "H", "H", "H", "C", "C", "O", "H", "H", "H", "H", "H", "H", "C", "C", "O", "H", "H", "H", "H", "H", "H", "C", "C", "O", "H", "H", "H", "H", "H", "H", "C", "C", "O", "H", "H", "H", "H", "H", "H"], "xyz": [[2.5098, -1.2078, -2.4849], [0.5981, 0.5869, 1.0252], [0.1753, -0.3445, -0.0882], [-1.2907, -0.1826, -0.4574], [1.0198, -0.3651, -1.1948], [0.2869, 1.6135, 0.8041], [1.6611, 0.5795, 1.2718], [0.1255, 0.3251, 1.9771], [0.2570, -1.3532, 0.3469], [-1.5413, 0.8556, -0.6892], [-1.9499, -0.5770, 0.3206], [-1.5603, -0.7930, -1.3234], [-1.1799, -2.6100, -3.9693], [0.2334, -2.7493, -4.5168], [0.4466, -1.9568, -5.7887], [1.2148, -2.5870, -3.5541], [-1.2231, -1.6474, -3.4435], [-1.4493, -3.3341, -3.1989], [-1.9427, -2.6351, -4.7461], [0.2819, -3.7838, -4.8955], [0.5941, -0.8822, -5.6304], [-0.2872, -2.1946, -6.5597], [1.3813, -2.2495, -6.2867], [3.7130, 2.5272, -1.0120], [4.6692, 1.3866, -1.3481], [5.4858, 1.0842, -0.0865], [3.9112, 0.3096, -1.7953], [2.9880, 2.2443, -0.2426], [3.1107, 2.8253, -1.8745], [4.2530, 3.4031, -0.6444], [5.3282, 1.7866, -2.1274], [5.9466, 2.0285, 0.2254], [6.3275, 0.4406, -0.3405], [4.8749, 0.8187, 0.7735], [5.2926, -2.5832, -0.6630], [3.9109, -2.8337, -0.0600], [3.6337, -1.8766, 1.0986], [2.9449, -2.8918, -1.0674], [5.6137, -3.3623, -1.3636], [6.1121, -2.4201, 0.0440], [5.3835, -1.6978, -1.3091], [3.9552, -3.8358, 0.3878], [2.8721, -2.3425, 1.7264], [3.3119, -0.8767, 0.8101], [4.5457, -1.8062, 1.6941], [-3.6016, 0.3045, -3.4522], [-4.4616, -0.5040, -2.5124], [-5.7758, -0.6162, -3.0530], [-2.5765, 0.3323, -3.0771], [-3.9315, 1.3352, -3.5851], [-3.5679, -0.1584, -4.4403], [-4.4900, -0.0377, -1.5229], [-3.9938, -1.4791, -2.3425], [-6.3841, -0.8189, -2.3369], [4.1601, 2.9628, 3.2496], [2.6817, 2.9203, 3.6504], [2.2125, 4.2605, 3.8367], [4.7877, 3.5001, 3.9573], [4.2830, 3.3448, 2.2350], [4.5199, 1.9307, 3.1701], [2.6015, 2.3434, 4.5761], [2.0245, 2.5050, 2.8892], [2.6711, 4.6230, 4.6012], [0.3578, 4.3522, -0.2242], [1.4697, 5.2937, -0.7072], [1.2315, 6.6199, -0.3034], [0.4963, 4.1332, 0.8365], [0.3072, 3.4103, -0.7739], [-0.6177, 4.8192, -0.3707], [1.4748, 5.2906, -1.7975], [2.4244, 4.9046, -0.3454], [1.1449, 6.7036, 0.6498], [-0.4393, 1.6460, 5.2067], [-1.7042, 1.3559, 4.3811], [-2.8710, 1.6496, 5.1377], [0.3944, 1.0008, 4.9217], [-0.5948, 1.3968, 6.2618], [-0.1846, 2.7039, 5.2337], [-1.7801, 0.3210, 4.0316], [-1.6981, 2.0023, 3.5032], [-2.9934, 0.9678, 5.8029], [-4.5808, 0.3435, 2.0042], [-5.1746, 0.4214, 3.4256], [-6.5242, -0.0273, 3.4653], [-5.1845, 1.0132, 1.3851], [-4.6376, -0.6640, 1.5941], [-3.5548, 0.7111, 1.9730], [-5.1023, 1.4566, 3.7559], [-4.5950, -0.2379, 4.0685], [-7.0530, 0.6734, 3.0699], [-3.9442, -4.4735, 1.1489], [-3.0113, -3.5498, 0.4038], [-2.1565, -4.2719, -0.4956], [-4.8265, -4.6270, 0.5186], [-4.3531, -4.0869, 2.0841], [-3.4849, -5.4369, 1.3623], [-2.3512, -3.0040, 1.0801], [-3.5881, -2.8428, -0.1990], [-2.6987, -4.6367, -1.2018], [-1.5441, 3.2918, -2.9869], [-0.3003, 2.8287, -3.7217], [-0.4935, 1.5266, -4.2714], [-1.8738, 2.6519, -2.1704], [-2.3697, 3.3290, -3.7038], [-1.3838, 4.3027, -2.6072], [0.5792, 2.7747, -3.0771], [-0.0166, 3.5446, -4.5006], [-1.2229, 1.5766, -4.8979], [-0.2079, -5.3954, 2.2494], [0.6592, -4.2742, 1.6368], [0.4929, -4.1821, 0.2452], [-1.2587, -5.1052, 2.2494], [0.0023, -5.5133, 3.3165], [0.0021, -6.3108, 1.7028], [1.6845, -4.5201, 1.9159], [0.4166, -3.3106, 2.1048], [-0.4673, -4.1305, 0.0415]]}